[1]
Here is a 2-piece molecular cluster, CH5NS2 overall at a distorted geometry from OMol25. Energies are from ωB97M-V/def2-TZVPD.

Results
Frontier orbital gap (alpha / beta) ... 6.2 / 1.9 eV
Highest occupied orbital energy (alpha / beta) ... -12.0 / -12.0 eV
Max |F| ... 1.007 eV Å⁻¹
Multiplicity ... 2
<S²> ... 0.756
Energy relative to the best compared isomer or geometry (same formula, charge and spin) ... 79.5 kJ/mol
Charge ... +1

XYZ file:
```
9
Properties=species:S:1:pos:R:3:lowdin_spin:R:1
S -2.304 0.203 3.431 0.468
S -3.126 -0.460 1.708 0.465
H -3.349 0.069 4.288 0.034
H -3.090 -1.800 1.907 0.034
C 2.148 0.630 -2.034 0.000
N 2.674 0.227 -3.099 0.000
H 1.635 1.584 -2.157 0.000
H 2.160 0.156 -1.057 0.000
H 3.253 -0.609 -2.987 0.000
```

[2]
Here is CH5O2 as an isolated structure from OMol25. Energies are from ωB97M-V/def2-TZVPD.

Results
Frontier orbital gap ... 8.2 eV
Highest occupied orbital energy ... -3.3 eV
Max |F| ... 0.645 eV Å⁻¹
Energy relative to the best compared isomer or geometry (same formula, charge and spin) ... 1.2 kJ/mol
Charge ... -1

XYZ file:
```
8
Properties=species:S:1:pos:R:3:lowdin_charge:R:1
O 0.006 1.787 1.031 -0.340
H 0.969 1.899 1.047 -0.064
C -0.168 -0.971 -0.428 -0.342
O -0.270 0.331 -0.902 -0.332
H -0.449 -1.720 -1.185 0.037
H -0.804 -1.142 0.468 0.054
H 0.853 -1.236 -0.125 0.040
H -0.138 1.052 0.093 -0.053
```

[3]
Here is CH5O2 as an isolated structure at a distorted geometry from OMol25. Energies are from ωB97M-V/def2-TZVPD.

Results
Frontier orbital gap ... 7.9 eV
Highest occupied orbital energy ... -3.3 eV
Max |F| ... 4.074 eV Å⁻¹
Energy relative to the best compared isomer or geometry (same formula, charge and spin) ... 68.2 kJ/mol
Charge ... -1

XYZ file:
```
8
Properties=species:S:1:pos:R:3:lowdin_charge:R:1
C 0.608 -0.876 -0.006 -0.265
O -0.424 -0.270 -0.835 -0.348
H 0.270 -1.252 0.981 0.037
H 0.991 -1.748 -0.520 0.025
H 1.380 0.044 0.204 0.090
H -0.463 1.715 0.514 -0.115
H -1.026 0.668 -0.496 -0.038
O -1.336 1.720 0.159 -0.385
```

[4]
Here is CH5O2 as an isolated structure from OMol25. Energies are from ωB97M-V/def2-TZVPD.

Results
Frontier orbital gap ... 8.1 eV
Highest occupied orbital energy ... -3.2 eV
Max |F| ... 0.640 eV Å⁻¹
Energy relative to the best compared isomer or geometry (same formula, charge and spin) ... 3.9 kJ/mol
Charge ... -1

XYZ file:
```
8
Properties=species:S:1:pos:R:3:lowdin_charge:R:1
C -0.415 0.981 -0.141 -0.352
O 0.777 0.368 -0.462 -0.348
H -0.965 0.399 0.619 0.049
H -1.125 1.038 -0.995 0.039
H -0.233 1.998 0.246 0.038
H 0.513 -2.283 -0.099 -0.058
H 0.803 -0.743 0.136 -0.055
O 0.645 -1.758 0.696 -0.313
```

[5]
Here is a 3-piece molecular cluster, CH5O2P overall at a distorted geometry from OMol25. Energies are from ωB97M-V/def2-TZVPD.

Results
Frontier orbital gap ... 10.7 eV
Highest occupied orbital energy ... -10.1 eV
Max |F| ... 4.266 eV Å⁻¹
Energy relative to the best compared isomer or geometry (same formula, charge and spin) ... 207.2 kJ/mol

XYZ file:
```
9
Properties=species:S:1:pos:R:3:lowdin_charge:R:1
C -0.128 -0.148 0.910 -0.830
O 0.124 0.624 2.002 -0.037
O -1.165 -0.710 0.771 0.026
P 1.492 -0.354 -0.057 0.864
H -0.379 0.082 -2.122 -0.020
H -0.623 0.693 2.696 0.160
H -1.251 0.261 -2.425 0.069
H 1.129 0.769 -0.665 -0.167
H 0.800 -1.217 -1.110 -0.064
```

[6]
Here is a 2-piece molecular cluster, CH5O2PS overall at a distorted geometry from OMol25. Energies are from ωB97M-V/def2-TZVPD.

Results
Frontier orbital gap ... 10.2 eV
Highest occupied orbital energy ... -9.8 eV
SMILES ... O=C(O)P.S
Max |F| ... 4.932 eV Å⁻¹
Energy relative to the best compared isomer or geometry (same formula, charge and spin) ... 231.7 kJ/mol

XYZ file:
```
10
Properties=species:S:1:pos:R:3:lowdin_charge:R:1
O 0.561 -1.784 -0.773 0.051
C 0.378 -0.610 -0.799 -0.892
O -0.918 -0.180 -0.901 0.007
P 1.565 0.697 -0.932 0.914
H -1.447 -0.904 -0.842 0.052
H 0.600 1.625 -0.935 -0.119
H 1.615 0.548 -2.340 -0.060
S -0.862 -0.411 2.753 0.444
H -0.265 0.224 1.570 -0.159
H -1.226 0.795 3.200 -0.239
```

[7]
Here is a 2-piece molecular cluster, CH5O2PS2 overall at a distorted geometry from OMol25. Energies are from ωB97M-V/def2-TZVPD.

Results
Frontier orbital gap (alpha / beta) ... 6.8 / 7.3 eV
Highest occupied orbital energy (alpha / beta) ... -7.0 / -7.0 eV
Max |F| ... 2.851 eV Å⁻¹
Energy relative to the best compared isomer or geometry (same formula, charge and spin) ... 403.8 kJ/mol

XYZ file:
```
11
Properties=species:S:1:pos:R:3:lowdin_charge:R:1
C -0.514 -0.397 -1.180 -0.409
O -0.853 0.861 -0.939 -0.010
O 0.440 -0.616 -2.117 0.034
P 0.499 -1.190 1.424 0.172
S -1.364 -0.877 2.506 0.177
S 1.376 0.869 1.439 0.190
H -1.313 -1.065 -0.869 0.099
H -0.254 1.543 -1.265 0.109
H 0.370 -0.161 -2.927 0.083
H -1.038 0.393 2.874 -0.224
H 2.648 0.640 1.054 -0.220
```

[8]
Here is a 2-piece molecular cluster, CH5O2PS2 overall at a distorted geometry from OMol25. Energies are from ωB97M-V/def2-TZVPD.

Results
Frontier orbital gap ... 7.8 eV
Highest occupied orbital energy ... -9.4 eV
SMILES ... OC(O)P=S.S
Max |F| ... 2.498 eV Å⁻¹
Energy relative to the best compared isomer or geometry (same formula, charge and spin) ... 294.1 kJ/mol

XYZ file:
```
11
Properties=species:S:1:pos:R:3:lowdin_charge:R:1
O -0.089 0.116 0.085 -0.188
C -0.987 0.865 0.787 -0.796
O -0.500 1.202 2.042 -0.129
P -1.315 2.673 0.165 0.586
S 0.295 2.823 -0.867 0.236
H 0.365 0.631 -0.678 -0.046
H -1.912 0.175 0.991 0.141
H 0.023 0.473 2.424 0.114
S 1.646 -1.222 -2.302 0.454
H 0.953 -2.353 -1.786 -0.146
H 0.478 -0.527 -2.271 -0.226
```

[9]
Here is a 2-piece molecular cluster, CH5O2PS2 overall at a distorted geometry from OMol25. Energies are from ωB97M-V/def2-TZVPD.

Results
Frontier orbital gap (alpha / beta) ... 8.0 / 5.6 eV
Highest occupied orbital energy (alpha / beta) ... -7.2 / -8.7 eV
Max |F| ... 7.070 eV Å⁻¹
Multiplicity ... 3
<S²> ... 2.006
Energy relative to the best compared isomer or geometry (same formula, charge and spin) ... 15.2 kJ/mol

XYZ file:
```
11
Properties=species:S:1:pos:R:3:lowdin_spin:R:1
C -0.302 -1.468 2.064 0.765
O 0.374 -0.631 -1.625 0.000
O 0.591 -1.149 1.334 0.958
P -0.290 0.675 -0.921 0.013
S 1.445 1.885 -0.534 0.002
S -0.974 1.523 -2.717 0.009
H 1.661 1.260 0.620 0.000
H -1.168 -0.815 2.254 0.125
H -0.314 -2.435 2.590 0.128
H 0.702 -1.265 -0.984 -0.001
H -1.725 2.418 -2.080 0.000
```

[10]
Here is a 2-piece molecular cluster, CH5O5P3 overall at a distorted geometry from OMol25. Energies are from ωB97M-V/def2-TZVPD.

Results
Frontier orbital gap ... 6.6 eV
Highest occupied orbital energy ... -0.3 eV
Max |F| ... 2.664 eV Å⁻¹
Energy relative to the best compared isomer or geometry (same formula, charge and spin) ... 181.9 kJ/mol
Charge ... -2

XYZ file:
```
14
Properties=species:S:1:pos:R:3:lowdin_charge:R:1
C 1.222 -0.640 -0.974 -0.255
O 2.139 -1.740 1.413 -0.346
O -1.521 -0.679 -1.384 -0.500
O 2.172 -3.212 -0.717 -0.386
O -3.244 -0.820 0.530 -0.504
O -1.091 -2.214 0.526 -0.508
P -0.942 0.888 1.255 0.484
P 1.762 -1.997 0.046 0.510
P -1.838 -0.915 0.067 -0.156
H 1.072 -1.103 -2.041 0.088
H 0.140 -0.329 -0.630 -0.057
H 1.821 0.227 -0.790 0.014
H -2.091 1.538 1.891 -0.219
H -0.924 -0.059 2.402 -0.164
```

[11]
Here is CH5OP as an isolated structure at a distorted geometry from OMol25. Energies are from ωB97M-V/def2-TZVPD.

Results
Frontier orbital gap ... 9.6 eV
Highest occupied orbital energy ... -9.0 eV
Max |F| ... 1.553 eV Å⁻¹
Energy relative to the best compared isomer or geometry (same formula, charge and spin) ... 210.2 kJ/mol

XYZ file:
```
8
Properties=species:S:1:pos:R:3:lowdin_charge:R:1
C 0.665 -0.361 -0.218 -0.659
O -0.341 0.517 -0.087 -0.145
P 2.292 -0.101 0.114 0.779
H 0.329 -1.314 -0.604 0.043
H -2.171 -0.524 -0.094 0.014
H -0.012 1.369 0.231 0.087
H 2.112 1.228 0.553 -0.165
H -2.873 -0.813 0.104 0.046
```

[12]
Here is a 2-piece molecular cluster, CH5OP overall at a distorted geometry from OMol25. Energies are from ωB97M-V/def2-TZVPD.

Results
Frontier orbital gap ... 9.9 eV
Highest occupied orbital energy ... -10.1 eV
SMILES ... C=P.O
Max |F| ... 2.452 eV Å⁻¹
Energy relative to the best compared isomer or geometry (same formula, charge and spin) ... 189.6 kJ/mol

XYZ file:
```
8
Properties=species:S:1:pos:R:3:lowdin_charge:R:1
C -0.432 -0.191 0.699 -0.442
P -1.389 0.193 -0.601 0.767
H 0.652 -0.374 0.787 0.004
H -0.815 -0.320 1.658 -0.036
H -2.687 0.439 -0.163 -0.166
O 1.960 0.152 -0.729 -0.111
H 1.233 0.616 -0.358 -0.073
H 1.479 -0.514 -1.293 0.058
```

[13]
Here is a 2-piece molecular cluster, CH5OPS overall at a distorted geometry from OMol25. Energies are from ωB97M-V/def2-TZVPD.

Results
Frontier orbital gap (alpha / beta) ... 8.7 / 7.0 eV
Highest occupied orbital energy (alpha / beta) ... -9.5 / -7.9 eV
Max |F| ... 5.314 eV Å⁻¹
Energy relative to the best compared isomer or geometry (same formula, charge and spin) ... 452.7 kJ/mol

XYZ file:
```
9
Properties=species:S:1:pos:R:3:lowdin_charge:R:1
C 1.333 0.154 0.299 -0.267
O 0.370 -0.739 0.580 -0.673
P -1.166 -0.990 -0.005 0.596
S -2.243 0.829 0.488 0.266
H 2.179 -0.504 0.452 0.076
H 1.224 1.052 1.026 0.119
H 1.349 0.286 -0.908 0.030
H 0.424 -0.489 -2.144 0.083
H -3.469 0.400 0.212 -0.229
```

[14]
Here is a 2-piece molecular cluster, CH5OPS overall at a distorted geometry from OMol25. Energies are from ωB97M-V/def2-TZVPD.

Results
Frontier orbital gap ... 7.6 eV
Highest occupied orbital energy ... -9.0 eV
SMILES ... CP=S.O
Max |F| ... 2.230 eV Å⁻¹
Energy relative to the best compared isomer or geometry (same formula, charge and spin) ... 119.7 kJ/mol

XYZ file:
```
9
Properties=species:S:1:pos:R:3:lowdin_charge:R:1
C 0.662 1.417 0.076 -0.442
P 1.975 0.368 -0.723 0.355
S 2.441 -0.967 0.585 0.107
H 0.378 1.038 1.072 0.028
H -0.145 1.094 -0.591 0.000
H 0.866 2.491 -0.104 0.032
O -1.112 -1.982 -0.589 -0.095
H -0.186 -1.594 -0.475 -0.003
H -1.510 -1.638 -1.383 0.019
```

[15]
Here is a 2-piece molecular cluster, CH5OPS overall at a distorted geometry from OMol25. Energies are from ωB97M-V/def2-TZVPD.

Results
Frontier orbital gap (alpha / beta) ... 6.9 / 7.4 eV
Highest occupied orbital energy (alpha / beta) ... -8.7 / -8.4 eV
Max |F| ... 3.338 eV Å⁻¹
Energy relative to the best compared isomer or geometry (same formula, charge and spin) ... 397.0 kJ/mol

XYZ file:
```
9
Properties=species:S:1:pos:R:3:lowdin_charge:R:1
C 1.745 -0.115 0.270 -0.539
O -1.350 -0.619 0.482 -0.695
P -2.448 0.290 -0.038 0.748
S 0.725 -1.338 -0.573 0.610
H 2.821 -0.451 0.368 0.047
H 1.156 0.140 1.228 0.058
H 1.949 0.701 -0.299 -0.042
H -1.963 1.494 -0.063 -0.126
H -2.634 -0.104 -1.373 -0.062
```

[16]
Here is one molecule with the formula CH5OPS at a distorted geometry from OMol25. Energies are from ωB97M-V/def2-TZVPD.

Results
Frontier orbital gap ... 7.9 eV
Highest occupied orbital energy ... -8.3 eV
SMILES ... C[P@@H](O)=S
Max |F| ... 5.617 eV Å⁻¹
Energy relative to the best compared isomer or geometry (same formula, charge and spin) ... 216.2 kJ/mol

XYZ file:
```
9
Properties=species:S:1:pos:R:3:lowdin_charge:R:1
C -0.115 -1.107 0.750 -0.198
P -0.088 0.691 -0.059 0.589
O 1.114 0.555 -1.104 -0.343
S -2.131 1.376 -1.368 -0.196
H 0.870 -1.452 0.598 0.004
H -0.409 -0.722 1.720 0.012
H -0.855 -1.871 0.321 0.075
H 0.425 1.353 1.004 -0.033
H 1.189 1.177 -1.863 0.090
```

[17]
Here is a 2-piece molecular cluster, CH5OPS2 overall at a distorted geometry from OMol25. Energies are from ωB97M-V/def2-TZVPD.

Results
Frontier orbital gap (alpha / beta) ... 7.1 / 7.8 eV
Highest occupied orbital energy (alpha / beta) ... -9.1 / -8.6 eV
Max |F| ... 3.004 eV Å⁻¹
Energy relative to the best compared isomer or geometry (same formula, charge and spin) ... 340.0 kJ/mol

XYZ file:
```
10
Properties=species:S:1:pos:R:3:lowdin_charge:R:1
C 2.056 0.574 -0.092 0.040
O -1.008 0.275 1.398 -0.382
P -1.107 0.168 -0.145 -0.027
S -2.616 1.294 -0.648 0.191
S -1.451 -1.948 -0.374 0.386
H 2.450 0.504 0.889 -0.031
H 1.956 -0.319 -0.838 0.034
H 2.174 1.562 -0.461 -0.029
H -0.181 -0.114 1.665 0.033
H -2.273 -1.996 -1.393 -0.216
```

[18]
Here is a 2-piece molecular cluster, CH5OS2 overall from OMol25. Energies are from ωB97M-V/def2-TZVPD.

Results
Frontier orbital gap ... 6.2 eV
Highest occupied orbital energy ... -2.6 eV
Max |F| ... 0.673 eV Å⁻¹
Energy relative to the best compared isomer or geometry (same formula, charge and spin) ... 92.8 kJ/mol
Charge ... -1

XYZ file:
```
9
Properties=species:S:1:pos:R:3:lowdin_charge:R:1
O -1.711 0.581 -1.297 -0.525
H -1.267 -0.011 -1.909 -0.013
C 0.480 0.914 0.195 -0.471
S -1.063 -0.004 0.217 0.671
S 0.540 -2.200 1.780 -0.262
H 0.819 1.167 1.195 0.017
H 0.344 1.813 -0.406 0.020
H 1.258 0.308 -0.274 0.014
H 0.602 -2.568 0.499 -0.451
```

[19]
Here is a 2-piece molecular cluster, CH5P overall at a distorted geometry from OMol25. Energies are from ωB97M-V/def2-TZVPD.

Results
Frontier orbital gap (alpha / beta) ... 8.3 / 8.9 eV
Highest occupied orbital energy (alpha / beta) ... -7.2 / -10.6 eV
Max |F| ... 3.667 eV Å⁻¹
Multiplicity ... 3
<S²> ... 2.006
Energy relative to the best compared isomer or geometry (same formula, charge and spin) ... 4.8 kJ/mol

XYZ file:
```
7
Properties=species:S:1:pos:R:3:lowdin_spin:R:1
C 0.899 -0.459 0.682 0.858
P -1.534 0.061 -0.615 0.879
H 1.107 -0.982 -0.210 0.057
H 0.692 -0.914 1.702 0.040
H 1.244 0.570 0.811 0.052
H -0.878 0.248 -1.867 0.056
H -1.531 1.477 -0.503 0.058
```

[20]
Here is a 2-piece molecular cluster, CH5P3 overall at a distorted geometry from OMol25. Energies are from ωB97M-V/def2-TZVPD.

Results
Frontier orbital gap (alpha / beta) ... 7.9 / 7.4 eV
Highest occupied orbital energy (alpha / beta) ... -9.3 / -8.3 eV
Max |F| ... 2.625 eV Å⁻¹
Energy relative to the best compared isomer or geometry (same formula, charge and spin) ... 367.0 kJ/mol

XYZ file:
```
9
Properties=species:S:1:pos:R:3:lowdin_charge:R:1
C -0.762 0.336 0.489 -0.484
P 2.157 -1.043 0.662 0.186
P 2.052 0.555 -0.920 0.258
P 1.042 0.695 1.041 0.211
H -1.035 1.337 0.568 -0.051
H -1.521 -0.265 1.118 0.055
H -0.747 -0.151 -0.552 -0.053
H -0.408 -1.880 -0.736 0.112
H 3.043 1.335 -0.410 -0.236
```